# 1
Here is a structure of composition C31H22Cl4CrN4O4 in a non-equilibrium geometry from OMol25. Energies are from the ωB97M-V functional and the def2-TZVPD basis.

highest occupied orbital energy (alpha / beta) = -0.380 / -0.380 hartree
energy relative to the best compared isomer or geometry (same formula, charge and spin) = 8.4 kcal/mol
LUMO energy (alpha / beta) = -5.120 / -4.559 eV
⟨S²⟩ = 3.784
energy = -125159.9797 eV
spin multiplicity = 4
HOMO-LUMO gap (alpha / beta) = 5.229 / 5.788 eV
total charge = +1

Structure (XYZ):
```
66
Properties=species:S:1:pos:R:3:forces:R:3
C 3.70792 0.12274 3.38531 -1.7 -1.9 -1.6
C 1.88980 -1.38504 -2.48375 0.6 0.0 0.0
C -2.49289 -1.59780 3.41409 0.4 -0.7 -1.0
H 2.34370 -0.56478 -1.89311 -0.4 -0.6 -0.3
H -1.09433 -3.55243 -1.85245 0.0 -0.3 -0.3
N 1.50075 2.03428 -2.57325 0.8 -0.6 -1.5
H 1.91640 0.48259 4.54800 0.1 -0.3 0.1
H -3.61228 -4.34296 -2.18130 0.8 0.3 0.5
Cl 2.10002 -2.95792 -1.27027 -0.5 1.1 -0.8
O -0.03943 -0.66348 -0.37958 0.2 1.0 0.3
H -5.00122 -4.09089 -0.45400 -0.7 0.1 0.8
H 0.80282 -1.30921 -2.60903 0.5 -0.1 0.0
H -2.14217 0.95552 -1.03155 0.6 -0.1 -0.3
C -2.32282 -2.74137 1.11105 0.1 -1.3 -0.4
H 0.98412 5.50873 1.27323 -0.2 0.4 0.1
C 0.16087 -1.05195 3.13594 0.8 0.3 2.5
H 3.62014 -1.65532 0.54167 0.4 -0.6 -0.7
H -4.29193 -3.08538 1.93335 0.4 -0.3 -1.2
Cl 3.50646 1.88318 -0.41844 -0.5 0.0 -0.1
C -0.47375 -0.70774 4.34977 1.0 0.6 -0.6
C 2.11624 3.92580 0.53522 0.6 0.4 1.5
H -0.15405 0.29464 -6.41177 -0.2 -0.2 0.4
C 1.62136 -0.85354 2.89609 -2.1 0.1 0.7
C 4.12880 -0.49150 2.21066 2.0 0.9 0.8
H -3.56863 -1.58907 3.45039 -0.3 -0.3 0.2
C -0.32568 0.38172 -5.33652 -0.6 -0.3 -0.3
C -1.85548 -3.51337 -1.09133 -0.1 -0.2 0.3
Cr 0.51626 -2.11087 0.53170 -0.9 -0.2 0.5
C -0.31644 0.68802 -0.09918 0.9 -2.4 -1.2
H 2.80463 3.82751 1.39459 -0.6 0.2 -0.6
C 1.36844 3.05553 -1.60306 -0.1 -0.3 -0.7
N 2.05611 -1.48982 1.79418 -1.6 0.5 0.3
C 3.29436 -1.27034 1.46998 1.6 0.4 -0.8
C 0.49823 4.13048 -1.73982 -0.9 0.3 -1.0
C -4.01868 -3.74744 -0.19340 -0.7 -0.7 0.0
H -2.52414 -0.21149 -2.77885 0.8 0.5 -1.1
O 0.05443 1.25478 0.86184 0.4 0.4 1.5
C -0.66690 0.87890 -2.62061 -2.5 -1.3 -0.4
C 0.45032 1.33577 -3.26216 0.7 1.5 1.8
O -3.87094 -0.24229 5.31028 0.2 -0.3 0.0
C -1.81733 -1.00256 4.45995 -0.6 0.5 -0.7
H 1.43168 1.48198 -5.11815 0.3 0.4 -0.1
C 1.13446 4.85303 0.43729 -1.9 1.5 -0.6
C -2.65249 -0.29235 5.51274 0.5 0.9 1.0
H -0.48970 5.73926 -0.67250 0.0 0.2 -0.4
C -3.63571 -3.23789 1.04163 0.6 1.3 0.5
C -1.07987 1.22256 -1.22917 -1.2 0.4 -0.3
H -1.06317 2.27775 -1.17613 -0.1 1.3 0.5
H -2.25085 -0.54866 -5.23449 -0.9 -1.1 -0.9
N -0.47151 -1.73927 2.19727 0.6 -0.3 -0.6
C 2.17453 3.05549 -0.48088 1.5 -2.3 -1.4
C 0.56001 1.11955 -4.60495 1.1 -0.4 -1.3
Cl -0.37484 4.43980 -3.23687 0.3 -0.5 0.4
C -1.65006 0.16901 -3.38155 0.5 -0.4 2.1
H 2.30728 2.17023 -3.21113 -0.7 -0.1 0.8
H 4.36690 0.65042 3.96077 1.5 1.5 1.3
C 0.29259 5.00457 -0.71906 1.5 -0.2 2.8
Cl 2.75159 -1.59480 -4.00960 -0.6 -0.2 1.2
O -1.88833 0.24289 6.34082 -0.6 0.1 0.4
H -0.05424 -0.04956 5.16757 -0.4 -1.1 -1.0
C -3.16810 -3.93276 -1.25660 0.3 0.4 -0.5
N -1.44056 -3.00671 0.06707 0.2 1.5 1.6
H 5.17742 -0.30846 1.91963 -0.8 -0.4 -0.2
C -1.76512 -2.03178 2.31956 -1.2 -0.4 -1.1
C 2.38588 -0.06158 3.73838 -0.1 0.1 -0.6
C -1.45088 -0.15438 -4.69553 0.6 1.4 0.0
```
Positions in Å, forces in eV/Å.

# 2
Here is a structure of composition C31H22N6O8Tl in a non-equilibrium geometry from OMol25. Energies are from the ωB97M-V functional and the def2-TZVPD basis.

highest occupied orbital energy = -0.155 hartree
energy relative to the best compared isomer or geometry (same formula, charge and spin) = 27.6 kcal/mol
LUMO energy = 1.517 eV
energy = -62517.3578 eV
HOMO-LUMO gap = 5.747 eV
total charge = -1

Structure (XYZ):
```
68
Properties=species:S:1:pos:R:3:forces:R:3
O 1.75368 1.23444 4.63214 0.1 0.1 0.1
C -1.37213 -0.39456 -4.42728 -0.1 0.1 -0.2
C 1.58013 1.25288 3.28943 -0.6 0.3 0.2
C -3.73226 1.70441 -0.30198 -0.6 -0.2 0.0
C -2.01844 -2.69659 -4.35619 0.0 -0.1 -0.2
H -0.95775 5.39138 -1.13980 0.0 0.0 0.0
C -1.30068 -2.86879 -3.18983 0.0 0.0 0.0
H -1.28625 -3.83164 -2.69684 0.0 0.0 0.1
O -1.02389 2.92340 -0.46968 0.1 -0.1 0.1
O -6.42352 5.16241 -2.48286 0.0 0.1 0.0
C 2.76056 -4.24486 -1.74961 -0.3 0.2 -0.3
C 3.42967 -0.01151 0.44867 0.7 0.0 0.8
C -1.65437 -0.32935 4.92458 0.0 0.0 0.1
N 0.93078 -2.32056 2.44703 1.4 -1.0 -1.6
C -3.38971 3.00188 -0.82807 0.5 0.3 -0.1
C 0.26265 -1.72239 4.64630 0.0 -0.1 -0.3
H -0.47919 -1.10349 6.55600 0.0 0.0 0.0
N 0.69059 -2.20240 1.17865 -0.9 0.5 1.7
C 3.16971 -4.37977 -0.40236 0.2 -0.1 0.5
C -1.76723 -0.29909 3.54194 -0.1 0.1 0.4
C 1.39926 -2.86111 0.27124 0.7 -0.5 -0.3
H 4.00220 -5.02622 -0.16126 0.1 0.0 0.1
C -1.93908 4.94178 -1.21573 0.1 0.1 0.0
C 5.07231 0.30021 2.14789 0.0 0.1 0.1
H -2.54798 0.26411 3.05161 -0.2 0.1 0.0
C 4.76346 -0.11532 0.86871 -0.5 0.0 -0.1
O 2.07007 0.02094 -1.51492 0.4 0.1 0.3
H -0.14203 0.28256 -2.80621 0.0 0.1 0.0
H 3.32044 -4.76199 -2.51785 0.0 -0.1 -0.1
C -0.61810 -1.79220 -2.60906 -0.1 -0.1 -0.5
C -2.98218 5.64918 -1.70677 -0.1 0.1 -0.1
C 0.06748 -1.64009 3.25532 -0.9 0.7 0.4
H 1.07472 -2.32330 5.02423 0.1 0.0 0.0
O -5.18244 6.91184 -2.71753 0.0 -0.1 0.0
C -2.03590 3.55083 -0.79998 -0.2 0.3 -0.2
C -0.60864 -1.05994 5.48054 -0.2 0.1 0.0
H -2.54933 -3.54086 -4.77500 -0.1 0.0 -0.1
N 2.46697 0.44182 1.23097 0.0 0.1 -0.1
O -3.02885 0.84004 0.18415 0.1 0.0 0.1
C 2.49937 -3.70672 0.57120 0.1 -0.1 0.0
C 2.74719 0.79042 2.47468 1.0 -0.1 0.0
Tl -0.30086 0.34556 0.30165 -0.4 0.0 -0.3
N -0.01118 -1.90833 -1.39064 0.1 -0.1 0.8
H 4.29984 1.09812 3.97165 0.0 0.1 0.1
C -0.67385 -0.54585 -3.24909 0.2 -0.1 0.2
H 2.78423 -3.78784 1.60945 0.0 0.0 0.1
H -2.86473 6.67263 -2.03310 0.0 0.0 0.0
C -4.42694 3.74826 -1.36227 -0.2 0.2 -0.1
H -2.61679 -1.33567 -5.90406 0.0 0.0 0.0
H 2.57797 0.79829 4.88849 -0.2 0.0 -0.2
H -1.39783 0.57217 -4.91458 0.0 0.0 0.0
O 3.92244 -1.23144 -1.49303 0.4 0.0 0.2
H 1.38640 -3.37625 -3.12029 0.0 0.0 0.0
H -4.83153 1.52728 -0.34539 0.0 -0.1 0.0
C 3.03549 -0.39038 -0.92746 -0.4 -0.2 -1.3
H -5.41443 3.31423 -1.43298 -0.1 -0.1 0.1
C 1.69857 -3.46961 -2.08773 0.3 -0.3 -0.5
C -2.04976 -1.46576 -4.99141 -0.2 0.0 -0.1
O 0.55090 1.64516 2.81838 0.6 0.0 0.3
H 5.50896 -0.50216 0.19464 0.1 0.0 0.0
C 0.95860 -2.72549 -1.10492 -0.6 0.4 0.0
H -2.35137 0.21059 5.54999 0.0 0.0 0.0
H 3.58667 -1.52311 -2.35581 -0.2 0.1 0.2
H 6.09310 0.27695 2.50443 0.0 0.0 0.0
C 4.05823 0.75899 2.97460 -0.4 -0.1 -0.2
C -4.25990 5.04688 -1.82104 0.8 -0.8 0.5
N -5.34271 5.74179 -2.36771 -0.8 0.4 -0.3
N -0.94079 -0.92677 2.73175 0.2 -0.4 -0.1
```
Positions in Å, forces in eV/Å.

# 3
Here is a structure of composition C31H23BF4N2OPRe from OMol25. Energies are from the ωB97M-V functional and the def2-TZVPD basis.

highest occupied orbital energy (alpha / beta) = -0.413 / -0.414 hartree
energy relative to the best compared isomer or geometry (same formula, charge and spin) = 0.0 kcal/mol
LUMO energy (alpha / beta) = -3.870 / -4.583 eV
⟨S²⟩ = 0.765
energy = -60512.8384 eV
spin multiplicity = 2
HOMO-LUMO gap (alpha / beta) = 7.375 / 6.678 eV
total charge = +1

Structure (XYZ):
```
64
Properties=species:S:1:pos:R:3:forces:R:3
H 5.03735 0.64029 -1.51734 0.0 0.0 0.0
F 0.88284 -5.97826 -0.20653 0.0 0.0 0.0
H -4.64851 3.50478 0.85299 0.0 0.0 0.0
C 0.34685 0.42926 -4.26841 0.0 0.0 0.0
H -6.09640 1.55343 1.19993 0.0 0.0 0.0
H -0.83708 0.78432 -6.02065 0.0 0.0 0.0
C -0.82059 0.76768 -4.93909 0.0 0.0 0.0
H 2.65438 4.15979 -0.67295 0.0 0.0 0.0
N 1.82331 -1.03766 1.63308 -0.1 -0.1 0.0
C -1.96586 1.08714 -4.22501 0.0 0.0 0.0
C -1.95293 1.06376 -2.83839 0.0 0.0 0.0
H 0.29619 -0.68749 5.87551 0.0 0.0 0.0
C 1.10406 -0.81799 3.89833 0.0 0.0 0.0
C 4.32019 -0.16958 -1.52423 0.0 0.0 0.0
C 1.18414 2.60900 -0.55799 0.0 -0.1 0.1
C 0.79906 -1.06867 2.56035 0.1 0.1 0.0
C -2.40285 1.08333 0.20954 0.0 0.0 0.1
C 2.12077 3.72080 1.35821 0.0 0.0 0.0
C 0.46263 2.01126 1.66801 -0.1 0.0 0.0
H 3.34234 0.47167 0.28491 0.0 0.0 0.0
H 1.37013 3.09653 3.27169 0.0 0.0 0.0
C -0.50706 -1.34567 2.10676 0.1 0.0 -0.1
H 2.79377 4.45781 1.77600 0.0 0.0 0.0
C -4.56620 0.11968 0.76731 0.0 0.0 0.0
Re -0.59391 -1.77917 0.11636 -0.2 0.2 -0.1
C 3.38170 -0.26060 -0.51080 0.0 0.1 0.0
H 5.08124 -1.04090 -3.33127 0.0 0.0 0.0
H -2.27751 3.22970 0.18995 0.0 0.0 0.0
C 3.42071 -2.15123 -2.55132 0.0 0.0 0.0
H -2.87413 1.35550 -4.74737 0.0 0.0 0.0
F -0.76743 -5.32907 1.24754 0.0 0.0 0.0
H 2.12800 -0.59955 4.17194 0.0 0.0 0.0
C -1.51128 -1.38767 3.08048 -0.1 0.0 0.1
N 1.43973 -1.35570 0.47908 0.1 -0.1 0.1
H 1.75679 -3.06271 -1.54724 0.0 0.0 0.0
C -4.24024 2.51142 0.72182 0.0 0.0 0.0
C 1.32373 2.95542 2.20001 0.0 0.0 0.0
C 4.34185 -1.11320 -2.54492 0.0 0.0 0.0
H -5.19125 -0.74906 0.92565 0.0 0.0 0.0
H -2.85399 1.31197 -2.29328 0.0 0.0 0.0
H -0.17025 1.43135 2.32991 0.0 0.0 0.0
C 0.36876 0.40260 -2.88380 0.0 0.0 0.0
P -0.74765 0.58860 -0.35515 -0.1 0.0 0.0
C -0.78485 0.71876 -2.16021 0.1 0.0 0.0
C -5.06252 1.40601 0.91911 0.0 0.0 0.0
H 1.12956 2.48787 -1.63063 0.0 0.0 0.0
C 0.08957 -0.86736 4.82976 0.0 0.0 0.0
H -2.00754 -1.20606 5.14732 0.0 0.0 0.0
C 0.39772 1.82498 0.28520 0.0 0.0 0.0
C 2.46523 -2.24672 -1.54989 0.0 -0.1 0.0
C -1.21269 -1.16088 4.41392 0.0 0.0 0.0
H 1.24397 0.18516 -4.82164 0.0 0.0 0.0
C -2.48152 -1.25194 0.27189 0.2 -0.3 -0.1
C -3.22795 -0.02115 0.42713 0.0 0.1 0.0
B 0.45645 -5.20206 0.76631 0.0 0.0 0.0
H -2.53687 -1.61473 2.81400 0.0 0.0 0.0
O -2.73133 -2.43048 0.02426 0.0 0.2 0.0
C -2.90575 2.36324 0.35516 0.0 0.0 0.0
H 1.28924 0.15416 -2.37269 0.1 -0.1 0.0
C 2.04530 3.55284 -0.01662 0.0 0.0 0.0
F -0.13491 -3.50711 -0.61875 -0.1 0.0 0.0
H 3.44498 -2.89678 -3.33454 0.0 0.0 0.0
C 2.45767 -1.29890 -0.53622 -0.1 0.1 -0.1
F 1.31084 -4.40176 1.39751 0.0 0.0 0.0
```
Positions in Å, forces in eV/Å.

# 4
Here is a structure of composition C31H23ClLaN2O3PS2 in a non-equilibrium geometry from OMol25. Energies are from the ωB97M-V functional and the def2-TZVPD basis.

highest occupied orbital energy = -0.052 hartree
energy relative to the best compared isomer or geometry (same formula, charge and spin) = 8.3 kcal/mol
LUMO energy = 4.167 eV
energy = -85989.0931 eV
HOMO-LUMO gap = 5.587 eV
total charge = -2

Structure (XYZ):
```
64
Properties=species:S:1:pos:R:3:forces:R:3
C -2.10280 4.18991 1.00859 0.0 -0.1 0.0
La 0.26384 -2.01005 -0.78548 -0.8 1.7 -0.2
H -2.70077 -1.09563 -0.27078 -0.1 0.1 0.0
H -2.71230 -2.63325 -1.20075 0.1 0.0 -0.1
C -2.52106 -4.25382 0.96679 0.0 -0.1 0.1
C 2.15925 -1.71392 2.20716 -0.2 0.0 0.6
C 0.31699 3.30305 -2.80619 -0.1 0.0 0.0
C -0.17702 -0.40134 -3.29836 0.3 -0.1 0.2
C -3.38281 3.77129 0.67494 0.0 -0.1 0.0
C -2.87307 -4.27308 3.33751 0.0 0.0 0.0
C -2.50526 -2.84317 0.91681 -0.3 0.0 -0.2
C 2.80164 2.26666 -1.00274 0.0 0.0 0.0
H 0.64966 -4.33862 1.39390 0.0 0.1 0.0
C -2.64933 -2.19453 2.16267 0.0 0.0 0.1
H -2.70974 -6.04187 2.14724 0.0 0.0 0.0
C -2.70319 -4.95841 2.14885 0.0 0.0 -0.1
C 1.92366 2.09369 1.22063 0.0 0.0 0.1
H 0.32811 4.85216 -4.29145 0.0 0.0 0.0
C -0.99408 3.45915 0.59352 0.0 0.1 0.0
H -0.18803 3.30582 -6.15732 0.0 0.0 0.0
H 3.26455 2.61970 2.80419 0.0 0.0 0.0
H -2.59860 -1.11102 2.19212 0.0 0.0 0.0
H 4.83583 2.91871 -1.16661 0.0 0.0 0.0
O 0.72350 -4.03131 -0.67024 0.7 -3.0 0.6
N 5.38701 -2.99997 2.01372 0.1 0.0 0.0
C 1.12976 -4.72712 0.48549 -0.1 -0.1 -0.2
C -1.14822 2.29853 -0.15698 0.0 -0.1 0.0
S 0.57981 -1.01379 1.88594 0.1 0.0 0.7
H -2.37043 -4.80431 0.04316 0.0 0.0 0.0
H 5.12856 3.20127 1.27747 0.0 0.0 0.0
H 1.14066 1.77901 1.89918 0.0 0.0 0.0
H -1.96196 5.08889 1.59828 0.0 0.0 0.0
C 0.20109 3.79285 -4.09971 0.0 0.0 0.0
H -2.92972 -2.35140 4.28312 0.0 0.0 0.0
C -0.25107 1.56949 -4.89908 0.0 0.0 0.0
C -2.44244 1.88387 -0.48463 0.0 0.0 0.0
Cl -3.13933 -5.16157 4.83949 0.0 0.1 -0.1
H 2.69645 2.11104 -2.06938 0.0 0.0 0.0
C 0.17547 1.94117 -2.54512 -0.1 -0.1 0.0
H -2.57818 0.97691 -1.06514 0.0 0.0 0.0
C 3.14382 -1.88763 1.28970 0.6 -0.1 -0.2
H -4.24527 4.33705 1.00684 0.0 0.0 0.0
C 4.17897 2.86627 0.87629 0.0 0.0 0.0
N 2.56493 -2.40998 4.68156 0.0 0.0 0.1
H 0.52116 3.98535 -1.98740 0.0 0.0 0.0
H -4.54313 2.27115 -0.34215 0.0 0.0 0.0
C -3.54967 2.61427 -0.07998 0.1 0.1 0.0
O -1.21615 -1.04342 -3.47221 0.0 0.1 -0.1
O 0.89353 -0.84565 -2.75210 0.0 0.3 -1.2
C -2.31951 -2.11560 -0.32398 -0.6 0.0 0.5
C 4.01263 2.71480 -0.49264 0.0 0.0 0.0
C 2.39657 -2.11371 3.58073 -0.1 0.1 -0.5
C -0.10207 1.07521 -3.60974 0.1 0.1 0.2
S 3.06673 -1.41015 -0.38536 0.6 0.1 0.2
H 0.86844 -5.79080 0.42986 -0.1 -0.1 -0.1
C 4.39047 -2.50781 1.71005 -0.5 0.2 -0.1
C 1.73552 1.97281 -0.15616 0.0 -0.1 -0.1
C -2.83178 -2.88678 3.34650 0.0 0.1 0.0
C 3.13248 2.54707 1.73152 0.0 0.0 -0.1
C -0.08863 2.92427 -5.14683 0.0 0.0 0.0
H 2.21045 -4.66899 0.63730 0.1 0.1 -0.1
H -0.48533 0.88442 -5.70571 0.0 0.0 0.0
P 0.20168 1.21973 -0.82469 0.0 1.0 -0.1
H -0.00223 3.80309 0.85778 0.0 0.0 0.0
```
Positions in Å, forces in eV/Å.

Question: Look up the energy relative to the best compared isomer or geometry (same formula, charge and spin) of the second one.
Answer: 27.6 kcal/mol

Question: What is the energy relative to the best compared isomer or geometry (same formula, charge and spin) in the first record?
Answer: 8.4 kcal/mol

Question: Among the records above, which one has the highest energy relative to the best compared isomer or geometry (same formula, charge and spin)?
Answer: C31H22N6O8Tl